# 1
Molecular formula: C6H16N3O
Method: DFT, wB97M-V/def2-TZVPD

XYZ file:
```
26
Properties=species:S:1:pos:R:3:forces:R:3:nbo_charge:R:1
C 0.266910 1.304973 -0.750352 0.11 3.07 1.64 0.61
C -1.323711 -0.746728 -1.719269 -0.22 -0.91 -0.37 -0.42
C 0.683053 -1.565299 -0.870066 1.55 -1.20 1.64 -0.42
C -1.316267 -1.776314 0.479566 1.66 -0.35 1.62 -0.40
C 1.290821 0.413317 1.592122 -1.93 -2.04 0.71 -0.02
C -0.418615 0.356246 0.174166 0.86 0.99 0.21 -0.29
N 0.102939 2.632374 -0.277492 0.00 -0.97 -0.49 -0.86
N 1.446435 1.613456 2.125619 0.63 1.41 -1.58 -0.77
N -0.583561 -0.948141 -0.479975 -0.91 -0.06 -0.65 -0.24
O 1.041796 1.192082 -1.700338 -1.15 -1.18 0.69 -0.63
H -2.311253 -0.479222 -1.573391 -1.89 1.04 0.77 0.23
H -0.842993 -0.125524 -2.401628 0.99 1.52 -0.61 0.25
H -1.391528 -1.638703 -2.248595 0.00 -2.11 -0.68 0.22
H 1.108774 -0.973724 -1.661963 0.42 0.14 0.02 0.28
H 1.326619 -1.603965 0.069137 -0.64 -0.08 -1.54 0.22
H 0.502129 -2.593652 -1.211080 -0.06 0.36 0.12 0.23
H -2.307530 -1.464633 0.635689 -1.29 0.44 -0.25 0.23
H -1.219905 -2.840579 0.381709 -0.09 -0.41 -0.84 0.24
H -0.764973 -1.535515 1.384061 -0.28 -0.32 0.51 0.22
H 2.014471 0.068189 0.881296 0.10 0.10 -0.47 0.20
H 0.939482 -0.362477 2.347828 0.56 0.96 -1.23 0.21
H -1.451159 0.668798 0.593237 2.03 -0.19 -0.68 0.25
H -0.132965 3.048018 0.602390 -0.74 -0.75 0.39 0.40
H 0.639569 3.250455 -0.817591 0.73 0.95 -0.98 0.40
H 1.689984 2.390751 1.414087 -0.50 -1.41 2.33 0.43
H 1.011480 1.715815 3.030833 0.07 1.00 -0.29 0.42
```
Forces are in eV/Å.

Properties
Energy relative to the best compared isomer or geometry (same formula, charge and spin) = 3.1475 eV
Net charge = +1
Orbital gap = 0.3664 hartree

# 2
Molecular formula: C6H16N3S
Method: DFT, wB97M-V/def2-TZVPD

XYZ file:
```
26
Properties=species:S:1:pos:R:3:forces:R:3:nbo_charge:R:1
C -2.577519 2.606380 -0.988842 1.51 1.51 -0.37 -0.68
C -2.045793 2.127467 0.286538 1.67 -1.59 -0.09 0.18
N -1.277505 1.098027 0.454465 -1.63 2.03 -1.59 -0.25
N -0.810971 0.661682 1.598729 2.82 -2.24 1.47 -0.44
C 0.507042 -0.258486 1.167069 -1.14 0.76 3.12 0.00
S 2.014206 0.696858 1.563116 0.02 -0.39 -1.71 0.02
N 0.359667 -0.635456 -0.125359 0.86 -1.72 -3.28 -0.52
C 1.236077 0.001523 -1.117374 1.44 0.20 -0.30 -0.45
C 0.346229 -2.133574 -0.368033 -0.72 0.00 -1.75 -0.20
C 1.711882 -2.786929 -0.388575 -2.33 -2.81 0.73 -0.64
H -3.636056 2.646249 -0.867373 -0.88 0.41 -0.31 0.26
H -2.301831 2.004771 -1.848234 -0.03 -0.25 0.03 0.24
H -2.123055 3.656292 -1.166634 -1.06 -1.48 0.27 0.27
H -2.183947 2.645232 1.196956 -0.62 0.84 0.72 0.20
H -0.918542 0.382167 -0.287677 -0.49 0.51 0.39 0.45
H -0.504872 1.288998 2.373594 -0.73 0.05 -1.41 0.40
H 0.300096 -1.141246 1.762852 0.66 0.22 0.66 0.23
H 1.806150 0.700754 2.827172 -0.27 -0.08 1.84 0.13
H 2.355009 -0.429364 -1.134978 -2.55 1.11 0.20 0.23
H 0.764718 -0.195995 -2.100183 0.53 0.39 0.38 0.23
H 1.245738 1.090873 -0.855103 0.25 -0.83 -0.78 0.22
H -0.252133 -2.538056 0.430088 -0.34 -0.34 0.15 0.21
H -0.165618 -2.411527 -1.390217 0.67 1.06 1.98 0.22
H 1.544933 -3.925587 -0.394273 0.26 1.65 -0.53 0.24
H 2.368035 -2.480978 -1.117418 1.10 0.40 -2.17 0.22
H 2.238060 -2.670077 0.489695 1.00 0.61 2.35 0.22
```
Forces are in eV/Å.

Properties
Structure (SMILES) = C/C=[NH+]/N[C@H](S)N(C)CC
Energy relative to the best compared isomer or geometry (same formula, charge and spin) = 3.5847 eV
Net charge = +1
Orbital gap = 0.3568 hartree

# 3
Molecular formula: C6H16N3S2
Method: DFT, wB97M-V/def2-TZVPD

XYZ file:
```
27
Properties=species:S:1:pos:R:3:forces:R:3:nbo_charge:R:1
C 1.252059 1.253119 0.035315 -0.28 1.68 0.40 -0.26
C -0.228254 0.804583 -0.368926 1.34 1.17 1.84 -0.05
C -0.957767 2.129411 -0.398388 -1.98 -3.64 -4.02 -0.63
C -0.927883 0.019014 1.904073 -0.09 -1.61 1.80 -0.49
C 4.301196 -1.042466 -0.697163 -0.26 -0.38 -2.73 -0.83
C -3.320453 -1.636849 -0.478371 0.92 1.45 2.69 -0.78
N -0.591950 -1.485708 0.222397 -0.32 1.39 -0.25 -0.26
N 2.295097 0.431571 -0.357797 -0.15 -1.32 -1.13 -0.71
N -0.749446 -0.254022 0.532249 1.88 -2.29 -2.03 0.03
S 3.444848 -0.189654 0.534998 -0.53 0.58 2.23 0.71
S -3.435380 0.121636 -0.199224 -0.68 -0.50 0.07 0.22
H 1.423412 2.206185 -0.532022 -0.57 -0.68 0.05 0.24
H 1.236091 1.677031 1.068377 -0.07 -0.80 -0.09 0.19
H -0.255676 0.278515 -1.265230 0.32 -0.35 -2.01 0.21
H -0.790771 2.359248 -1.480903 0.51 1.32 1.25 0.26
H -0.707143 2.707299 0.410255 0.39 2.02 1.34 0.23
H -2.007958 1.827457 -0.526940 0.11 0.98 0.90 0.23
H -0.110793 -0.432310 2.479678 0.94 1.47 -0.18 0.27
H -1.342281 0.982538 2.082537 0.41 0.79 0.29 0.25
H -1.577700 -0.711134 2.326874 -1.61 -0.44 -0.23 0.26
H 4.981963 -0.299288 -1.186035 -0.16 -1.10 0.38 0.25
H 3.459085 -1.229152 -1.427349 1.11 0.01 0.45 0.26
H 4.731537 -2.029744 -0.447945 0.05 0.88 0.28 0.26
H -3.402101 -1.805923 -1.488851 -0.69 -0.88 -2.22 0.25
H -4.019010 -2.123969 0.206144 -0.20 -0.17 -0.50 0.28
H -2.298645 -1.882885 -0.131093 -0.46 -0.63 -0.12 0.21
H -0.402073 -1.674491 -0.816649 0.06 1.05 1.55 0.38
```
Forces are in eV/Å.

Properties
Energy relative to the best compared isomer or geometry (same formula, charge and spin) = 7.9658 eV
Net charge = +1
Orbital gap (spin up / spin down) = 0.2778 / 0.1767 hartree

# 4
Molecular formula: C6H16N4O
Method: DFT, wB97M-V/def2-TZVPD

XYZ file:
```
27
Properties=species:S:1:pos:R:3:forces:R:3:nbo_charge:R:1
C 0.676980 1.430100 -0.274355 -0.33 0.68 0.58 0.06
C 1.325096 0.836129 -1.167737 0.10 -0.17 0.86 -0.06
C 0.177544 0.988161 1.101981 1.06 0.33 -0.53 0.20
C 0.514404 -2.965601 -0.280131 -0.04 -1.04 3.96 -0.56
C -1.394329 -0.878726 1.996638 2.30 3.19 3.71 -0.46
C -0.863122 -2.264018 -0.314060 0.93 -1.65 -1.21 -0.31
N -0.371821 -1.001482 -0.054337 0.16 2.47 -1.25 0.07
N -0.500167 -0.337381 0.971782 -1.99 -2.72 -1.38 -0.01
N -0.251821 3.036452 -0.583051 -1.59 -1.14 0.62 -0.88
N 1.786329 1.072374 -2.483682 -1.51 2.23 -1.66 -0.70
O -0.625586 1.892544 1.712524 -1.63 0.19 0.67 -0.68
H 0.951771 0.785882 1.807517 1.40 -0.41 -0.03 0.22
H 0.589656 -3.929677 -0.731919 -0.60 -0.81 0.05 0.27
H 1.227240 -2.391720 -0.731190 1.83 1.71 -1.42 0.23
H 0.810718 -2.946388 0.825616 -0.06 -0.73 -1.48 0.21
H -1.225020 -0.186932 2.925247 -0.67 -1.64 -1.42 0.22
H -2.399628 -0.889863 1.757158 -1.99 0.36 -0.93 0.26
H -1.101920 -1.840384 2.301190 0.67 -1.25 0.27 0.25
H -1.024295 -2.442628 -1.410890 -0.95 0.91 1.05 0.30
H -1.521458 -2.710794 0.406072 -0.72 -0.18 -0.17 0.23
H -0.640498 3.367058 0.301800 -0.20 -0.55 0.10 0.44
H -1.022501 2.620619 -1.135888 0.35 0.81 0.43 0.41
H 0.011054 3.907478 -0.980773 1.05 0.66 -1.13 0.43
H 1.961446 0.189696 -2.883601 0.68 -1.48 -0.89 0.45
H 2.690278 1.562256 -2.403602 -0.18 0.07 -0.41 0.47
H 1.122842 1.564134 -3.258672 1.62 -0.69 2.25 0.44
H -0.903192 1.532711 2.586364 0.31 0.87 -0.65 0.51
```
Forces are in eV/Å.

Properties
Energy relative to the best compared isomer or geometry (same formula, charge and spin) = 7.3620 eV
Net charge = +2
Orbital gap = 0.3016 hartree

# 5
Molecular formula: C6H16N5O4P2
Method: DFT, wB97M-V/def2-TZVPD

XYZ file:
```
33
Properties=species:S:1:pos:R:3:forces:R:3:nbo_charge:R:1
N 5.087565 -0.899910 1.635828 -0.06 -0.11 -0.33 -1.24
P 4.243119 -1.275341 0.403367 0.49 0.16 0.38 1.32
C 2.427417 -1.232842 0.749365 0.23 -0.30 -0.11 0.07
N 1.821960 -2.276422 1.304702 0.04 -0.31 -0.03 -0.21
N 0.567239 -1.960015 1.478131 -0.12 -0.06 0.00 0.07
N 0.383669 -0.758980 1.050813 0.05 0.22 0.14 0.08
C -0.939313 -0.117769 1.086602 -0.15 0.09 0.03 -0.24
C -1.885453 -0.717773 0.040031 -0.10 -0.10 0.13 -0.44
C -2.965985 0.261589 -0.442986 0.09 -0.07 -0.18 -0.43
C -4.277961 -0.445365 -0.753730 0.06 -0.15 0.06 -0.05
O -5.043326 -0.755389 0.397219 0.08 -0.07 0.11 -0.70
N 1.540745 -0.254399 0.594904 -0.12 0.19 -0.16 -0.10
C 1.785133 1.108659 0.109931 -0.16 0.02 0.21 -0.64
P 0.850140 1.568124 -1.401056 0.06 -0.17 -0.20 2.36
O 0.411015 0.378834 -2.121744 -0.04 0.07 0.11 -1.06
O -0.268784 2.549153 -0.839526 -0.17 -0.16 -0.06 -1.00
O 1.866886 2.511896 -2.149142 -0.06 0.02 0.21 -0.97
H 5.667533 -1.646588 1.998683 -0.01 0.13 0.24 0.41
H 4.290290 -0.363327 -0.661020 -0.07 -0.03 -0.11 -0.06
H 4.325940 -2.536481 -0.197449 -0.16 -0.05 -0.16 -0.01
H -1.302730 -0.300387 2.096713 0.00 0.08 0.01 0.26
H -0.779593 0.952147 0.979991 0.03 0.04 -0.11 0.23
H -1.311153 -1.068967 -0.814341 0.06 0.01 -0.05 0.25
H -2.365418 -1.589762 0.488029 0.06 -0.03 0.00 0.24
H -2.634586 0.713078 -1.384786 0.07 0.16 0.13 0.21
H -3.143426 1.054767 0.291256 -0.05 0.07 -0.06 0.20
H -4.889198 0.155006 -1.427910 -0.01 0.09 0.04 0.19
H -4.042613 -1.383141 -1.268435 -0.08 0.03 -0.08 0.17
H -4.599282 -0.455086 1.196168 -0.08 0.03 -0.08 0.46
H 2.842131 1.139062 -0.139779 0.02 0.05 0.03 0.28
H 1.610244 1.820828 0.916626 0.01 -0.03 0.06 0.27
H -1.150088 2.335858 -1.188533 0.06 0.15 0.02 0.54
H 1.830879 3.440742 -1.878336 0.03 0.04 -0.20 0.53
```
Forces are in eV/Å.

Properties
Structure (SMILES) = N=[PH2]c1nnn(CCCCO)[n+]1CP(=O)(O)O
Energy relative to the best compared isomer or geometry (same formula, charge and spin) = 0.0000 eV
Net charge = +1
Orbital gap = 0.3225 hartree

# 6
Molecular formula: C6H16NO
Method: DFT, wB97M-V/def2-TZVPD

XYZ file:
```
24
Properties=species:S:1:pos:R:3:forces:R:3:nbo_charge:R:1
C 0.647761 0.570141 2.977495 -0.06 -0.37 -0.14 -0.63
C 0.651763 0.084506 1.534054 0.29 0.33 0.07 -0.02
C -0.702326 -0.020775 0.860028 -0.39 0.10 -0.08 -0.46
C -0.725146 -0.977144 -0.319874 -0.09 0.34 1.24 -0.23
C -1.543684 -0.792622 -1.339813 0.10 -0.73 -0.17 -0.13
C -1.666914 -1.721684 -2.515076 -0.50 0.35 -0.57 -0.66
N 1.512886 1.047135 0.726237 -0.63 -0.22 -0.22 -0.70
H 0.388980 1.624221 3.041606 0.02 0.16 0.07 0.22
H -0.103794 0.019092 3.541191 0.05 -0.03 -0.01 0.25
H 1.614294 0.375677 3.447474 -0.06 0.24 0.03 0.23
H 1.215911 -0.842433 1.472206 -0.25 -0.33 -0.02 0.21
H -1.048842 0.968292 0.538252 0.18 0.10 -0.03 0.21
H -1.444958 -0.279213 1.620968 0.15 -0.39 -0.01 0.25
H -0.137641 -1.876030 -0.136436 0.00 -0.04 -0.56 0.20
H -2.194228 0.069978 -1.298840 -0.01 0.24 -0.19 0.20
H -2.418622 -1.339639 -3.215629 0.29 0.07 0.03 0.23
H -2.030237 -2.725855 -2.288898 0.33 0.02 0.35 0.24
H -0.713261 -1.779486 -3.048932 -0.17 -0.19 0.05 0.22
H 1.143496 1.992250 0.860822 0.47 0.03 0.23 0.43
H 1.413966 0.906006 -0.305549 0.17 -0.07 0.16 0.48
H 2.480893 0.951633 1.031818 0.00 0.47 -0.19 0.44
H 0.593262 1.688092 -2.604945 0.11 -0.07 0.17 0.51
H 1.757908 0.683081 -2.544765 -0.16 0.29 0.02 0.50
O 1.308533 1.374778 -2.033392 0.16 -0.31 -0.23 -0.97
```
Forces are in eV/Å.

Properties
Energy relative to the best compared isomer or geometry (same formula, charge and spin) = 0.6547 eV
Net charge = +1
Orbital gap = 0.3626 hartree

# 7
Molecular formula: C6H16NO
Method: DFT, wB97M-V/def2-TZVPD

XYZ file:
```
24
Properties=species:S:1:pos:R:3:forces:R:3:nbo_charge:R:1
C 0.584314 -0.093625 2.664324 0.32 0.12 0.47 -0.61
C -0.213614 -0.339834 1.386136 0.53 -0.54 0.54 -0.23
C -0.741305 -1.782724 1.350211 0.41 0.23 0.51 -0.65
C 0.720642 -0.052044 0.190116 -0.15 1.28 0.78 -0.47
C 0.023103 0.758473 -0.905843 -1.16 -0.65 0.89 -0.03
N -1.101105 -0.150200 -1.502165 1.18 -0.06 -1.05 -0.69
C 0.822381 1.309468 -2.021676 -0.69 0.30 -1.35 -0.10
O -0.184884 1.719682 -2.986440 0.45 -0.24 0.48 -0.76
H 0.056329 -0.327323 3.572131 -0.80 0.01 0.24 0.23
H 1.404274 -0.807644 2.729540 0.48 0.20 -0.31 0.21
H 0.941744 0.946355 2.795584 -0.01 -0.57 -0.38 0.22
H -1.059310 0.343166 1.398061 -0.12 0.23 -0.21 0.20
H 0.040929 -2.455021 0.964608 -0.76 0.09 -0.76 0.22
H -0.837206 -2.198068 2.338807 -0.37 0.20 0.70 0.25
H -1.763770 -1.789642 0.956645 0.34 -0.70 -0.54 0.20
H 1.582286 0.429359 0.643637 -0.09 1.29 -0.36 0.26
H 1.297268 -0.905479 -0.114840 -0.55 -1.01 -0.93 0.24
H -0.598547 1.604309 -0.556345 0.59 -0.43 0.54 0.23
H -1.852611 0.430623 -1.869021 -0.14 -0.03 0.10 0.46
H -0.716732 -0.640193 -2.329255 -0.24 0.12 0.44 0.44
H -1.427244 -0.851108 -0.842959 -0.16 0.02 0.27 0.45
H 1.468525 0.553087 -2.477432 0.32 0.26 0.16 0.19
H 1.330439 2.186838 -1.620844 0.50 -0.20 -0.21 0.22
H 0.224096 2.111544 -3.762978 0.11 0.07 -0.02 0.50
```
Forces are in eV/Å.

Properties
Structure (SMILES) = CC(C)C[C@H]([NH3+])CO
Energy relative to the best compared isomer or geometry (same formula, charge and spin) = 1.1417 eV
Net charge = +1
Orbital gap = 0.4421 hartree

# 8
Molecular formula: C6H16NO
Method: DFT, wB97M-V/def2-TZVPD

XYZ file:
```
24
Properties=species:S:1:pos:R:3:forces:R:3:nbo_charge:R:1
C -0.245268 1.696378 0.749392 1.09 0.71 -0.29 -0.67
C -0.149679 0.231223 0.961056 -1.26 0.11 0.36 0.01
C 0.082056 -0.662835 -0.157775 2.27 -1.52 0.92 -0.39
C 1.316222 -0.577255 0.858992 -1.52 0.21 -2.66 -0.17
C 1.303907 -1.684771 1.693774 1.00 0.29 0.83 0.12
C 2.428976 0.347711 0.362517 0.60 0.01 1.68 -0.59
N -0.874230 -2.548930 -3.376267 0.04 0.15 0.36 -1.08
H -1.268137 2.072967 0.826902 -0.16 -0.38 0.14 0.31
H 0.107653 1.950735 -0.250351 -0.01 0.01 -0.01 0.23
H 0.360907 2.290039 1.438779 -0.12 -0.13 0.20 0.25
H -0.671222 -0.122063 1.842611 -0.34 -0.15 -0.33 0.24
H 0.423788 -0.306059 -1.111894 -0.83 0.25 -0.40 0.25
H -0.301141 -1.682967 -0.078106 -0.45 0.30 -0.31 0.24
H 1.185787 -2.690384 1.280530 -1.18 0.23 0.21 0.22
H 1.463895 -1.629825 2.771590 0.93 -0.05 -0.15 0.21
H 2.275782 0.551389 -0.687694 -0.20 0.10 -0.09 0.25
H 2.504103 1.261636 0.941112 -0.05 0.28 -0.12 0.24
H 3.386965 -0.143806 0.469466 0.17 -0.20 -0.05 0.25
H -0.954221 -2.972630 -4.291363 0.06 -0.01 -0.03 0.37
H -1.632934 -2.911715 -2.810180 -0.02 -0.02 -0.09 0.36
H -0.011182 -2.873379 -2.953408 -0.04 -0.12 -0.19 0.35
H -4.009105 3.102362 1.050836 -0.01 -0.01 0.02 0.48
H -3.489579 4.026969 -0.038533 0.08 -0.05 0.01 0.48
O -3.233341 3.275208 0.508013 -0.03 0.01 0.00 -0.96
```
Forces are in eV/Å.

Properties
Energy relative to the best compared isomer or geometry (same formula, charge and spin) = 4.8393 eV
Net charge = +1
Orbital gap = 0.2182 hartree

Question: energy relative to the best compared isomer or geometry (same formula, charge and spin) of number 8 (C6H16NO)?
Answer: 4.8393 eV